# 1
An isolated molecule of C3H8OS2 in a non-equilibrium geometry, computed with the ωB97M-V functional and the def2-TZVPD basis.

Computed properties:
lowest unoccupied orbital energy (alpha / beta): 0.780 / -2.991 eV
2S+1: 3
E: -990.48873 hartree
ΔE to the lowest compared entry with this formula, charge and spin: 227.7 kJ/mol
frontier orbital gap (alpha / beta): 5.59 / 6.91 eV

Atoms and positions in Å:
C -0.86734 1.50812 -0.37855
C 0.41334 -1.08992 1.47291
C 0.24252 0.68364 -0.91559
O -0.95273 -1.63280 -0.62547
S 1.70047 -2.07201 -1.34939
S 0.36815 -1.08727 -0.39111
H -0.79834 1.45688 0.74726
H -0.78424 2.49203 -0.69668
H -1.81381 1.16603 -0.71104
H 0.73842 -0.18950 1.96653
H -0.65585 -1.09188 1.89186
H 1.02636 -1.88641 1.77835
H 1.20610 1.12651 -0.73237
H 0.17693 0.61657 -2.05670

Forces on atoms 1 to 2 (eV/Å):
C 0.20 -1.49 2.44
C -3.13 1.58 0.93

# 2
A cluster of 2 separate species, C7H17N3O3P in total in a non-equilibrium geometry, computed with the ωB97M-V functional and the def2-TZVPD basis.

Computed properties:
lowest unoccupied orbital energy: -4.223 eV
E: -1007.90930 hartree
ΔE to the lowest compared entry with this formula, charge and spin: 188.5 kJ/mol
total charge: +1
frontier orbital gap: 7.63 eV

Atoms and positions in Å:
O -3.64526 -1.30119 -0.92679
P -2.23355 -0.96611 -1.48447
N -1.41787 -2.56200 -1.65227
C -1.86525 -3.41315 -2.76667
C -0.98198 -4.65670 -2.53069
N -0.13362 -4.44169 -1.35607
C -0.40159 -3.13345 -0.81126
O 0.14660 -2.51951 0.32804
H -2.30426 -0.28370 -2.76027
H -1.47728 -0.11843 -0.60180
H -2.66303 -3.22902 -3.55687
H -0.96072 -5.62990 -3.12478
H 0.54232 -5.08910 -0.92214
H 1.01161 -2.08489 0.13856
C 1.54612 3.00593 2.65014
C 1.42151 1.61003 2.04556
C 1.52231 1.58211 0.50498
O 0.35964 2.04900 -0.17366
C 0.23004 3.46259 -0.22083
N 0.17060 0.99790 2.51526
H 0.62582 3.58662 2.56276
H 1.77070 2.93600 3.71759
H 2.35413 3.57024 2.17647
H 2.25688 1.01675 2.43449
H 1.64245 0.53679 0.19550
H 2.41294 2.11396 0.15230
H 1.19929 3.96137 -0.32035
H -0.29535 3.82061 0.66621
H -0.38215 3.71778 -1.08763
H 0.14351 0.02551 2.20776
H -0.59455 1.43563 2.00094

Forces on atoms 1 to 2 (eV/Å):
O 4.09 0.99 -1.80
P -5.11 -0.30 2.55

# 3
A structure of composition C25H33NO6OsSb2, computed with the ωB97M-V functional and the def2-TZVPD basis.

Computed properties:
lowest unoccupied orbital energy (alpha / beta): -3.269 / -3.435 eV
2S+1: 2
E: -2049.56840 hartree
ΔE to the lowest compared entry with this formula, charge and spin: 0.0 kJ/mol
total charge: +1
frontier orbital gap (alpha / beta): 7.70 / 7.44 eV

Atoms and positions in Å:
Os 0.91393 0.29675 0.65554
O 1.02226 4.12296 1.74519
C 0.53019 3.15419 1.23448
O 1.22542 2.29873 0.48187
C -0.96159 2.84533 1.36361
C -1.52967 2.08112 0.16448
C -3.05434 2.10563 0.17793
C -3.37481 1.14106 1.35047
C -1.97879 0.71989 1.80134
O -1.25852 0.68350 0.52359
C -1.27978 1.85851 2.54534
C -0.03238 1.37636 3.30010
O 0.30270 1.87996 4.34186
O 0.57048 0.34798 2.73575
H -1.47013 3.79634 1.50341
H -1.05407 2.29719 -0.78572
H -3.45170 1.72979 -0.76313
H -3.43641 3.11295 0.33024
H -3.95088 0.28222 1.01020
H -3.92307 1.61753 2.16086
H -1.90299 -0.25085 2.28057
H -1.93857 2.32428 3.27477
C 3.46430 1.69354 2.93214
Sb 3.42876 0.49401 1.20169
C 4.55179 -1.25136 1.62882
C 4.58623 1.53306 -0.25591
C 5.04115 0.58875 -1.33121
C 6.23897 -0.10519 -1.15538
C 6.69195 -1.01901 -2.08992
C 5.94452 -1.24943 -3.23608
C 4.76613 -0.55199 -3.43279
C 4.29636 0.37164 -2.49758
C 3.01596 1.09825 -2.78444
Sb 1.31902 0.15264 -1.89650
C 1.49129 -1.78509 -2.73213
C -0.22637 1.01015 -3.07892
H 4.49045 1.85593 3.25708
H 2.88027 1.21072 3.71248
H 2.99230 2.64602 2.69117
H 5.61526 -1.02552 1.66080
H 4.36228 -1.99592 0.85894
H 4.25059 -1.64080 2.60074
H 5.42925 2.00090 0.25096
H 3.92409 2.32252 -0.60703
H 6.83362 0.09431 -0.27101
H 7.62788 -1.53766 -1.93157
H 6.28748 -1.95325 -3.98245
H 4.19913 -0.71008 -4.34340
H 2.82086 1.09014 -3.85766
H 3.02226 2.13877 -2.46194
H 1.41608 -1.74517 -3.81715
H 0.70493 -2.42142 -2.33084
H 2.45844 -2.19855 -2.44942
H -0.02029 0.84948 -4.13579
H -0.28249 2.08101 -2.88972
H -1.17878 0.54776 -2.82220
O 0.69844 -1.73760 0.75357
N -0.05888 -2.27446 1.73978
C 0.43996 -2.40727 2.97326
C -0.31999 -3.00675 3.95617
C -1.58907 -3.46734 3.65131
C -2.07196 -3.32711 2.35578
C -1.28035 -2.72231 1.40812
H 1.43251 -2.01746 3.11910
H 0.09246 -3.10070 4.94966
H -2.19534 -3.94002 4.41144
H -3.05148 -3.68421 2.07421
H -1.55663 -2.56602 0.37647

Forces on atoms 1 to 2 (eV/Å):
Os -0.18 0.20 0.12
O 0.04 0.01 -0.02

# 4
A cluster of 2 separate species, C22H43BrNO2 in total in a non-equilibrium geometry, computed with the ωB97M-V functional and the def2-TZVPD basis.

Computed properties:
lowest unoccupied orbital energy: -2.544 eV
E: -3643.10020 hartree
ΔE to the lowest compared entry with this formula, charge and spin: 54.2 kJ/mol
total charge: +1
frontier orbital gap: 9.87 eV

Atoms and positions in Å:
C -5.68855 1.80589 -1.89021
C -5.32801 0.71504 -2.91797
C -5.87872 -0.68542 -2.61373
C -5.75823 -1.12729 -1.16408
C -4.30014 -1.32693 -0.71773
C -4.06593 -1.04256 0.77412
C -3.26916 0.25619 0.99895
C -2.52086 0.30041 2.32683
C -1.26580 -0.56451 2.37082
C -0.22841 -0.30125 1.28200
N 0.87902 0.61954 1.72142
C 0.36699 2.02619 1.84179
C 1.45349 3.06478 2.01196
C 2.55119 2.90762 0.97284
C 3.13805 1.50758 1.13085
C 2.07473 0.47491 0.82171
C 1.71418 0.47416 -0.67979
C 1.88575 -0.92133 -1.28281
C 1.03197 -1.14909 -2.53499
Br -0.09806 -2.74018 -2.27257
H -4.80184 2.07711 -1.32466
H -6.43139 1.48022 -1.17384
H -6.03674 2.69735 -2.39307
H -4.24993 0.62653 -2.99606
H -5.69765 1.03363 -3.88469
H -5.28330 -1.39032 -3.19378
H -6.90096 -0.80465 -2.95507
H -6.27008 -0.46131 -0.47562
H -6.27023 -2.08233 -1.07645
H -3.65028 -0.73388 -1.35684
H -4.04809 -2.36452 -0.91735
H -5.04155 -0.88124 1.22073
H -3.61610 -1.88771 1.28755
H -3.98226 1.07517 1.00905
H -2.63210 0.43530 0.13412
H -3.19695 -0.09190 3.08227
H -2.34094 1.33659 2.60076
H -1.52747 -1.61365 2.36153
H -0.78296 -0.40549 3.33910
H -0.68345 0.08306 0.38241
H 0.23551 -1.24153 1.00833
H 1.14519 0.28884 2.64967
H -0.25146 2.05085 2.73111
H -0.30263 2.22821 1.01691
H 0.96739 4.03200 1.96329
H 1.90743 2.98771 2.99679
H 2.11492 3.04791 -0.01478
H 3.30949 3.67191 1.09810
H 3.99284 1.39387 0.47588
H 3.47980 1.44478 2.16376
H 2.49461 -0.50032 1.04341
H 2.42910 1.12089 -1.17131
H 0.73194 0.88903 -0.88850
H 2.92313 -1.00931 -1.57906
H 1.71965 -1.70731 -0.55932
H 0.38007 -0.31802 -2.75697
H 1.65619 -1.40369 -3.37594
O 5.08446 -0.71025 -2.07985
C 5.63627 -1.12091 -1.09821
O 4.95836 -1.57451 -0.01066
C 5.88556 -1.90625 1.04588
C 7.21582 -2.14685 0.34813
C 7.12591 -1.19172 -0.84134
H 5.92864 -1.06419 1.74120
H 5.51694 -2.78188 1.57433
H 8.07324 -1.97542 0.99450
H 7.26450 -3.17557 -0.00954
H 7.48193 -0.19009 -0.59484
H 7.64595 -1.55987 -1.72048

Forces on atoms 1 to 2 (eV/Å):
C 0.47 -0.30 -0.24
C -0.45 -0.04 0.42

# 5
A structure of composition C8H24BF4O8Tl in a non-equilibrium geometry, computed with the ωB97M-V functional and the def2-TZVPD basis.

Computed properties:
lowest unoccupied orbital energy: -13.086 eV
E: -1517.27109 hartree
ΔE to the lowest compared entry with this formula, charge and spin: 0.0 kJ/mol
total charge: +2
frontier orbital gap: 1.80 eV

Atoms and positions in Å:
Tl 2.52018 -0.14747 2.43933
B 0.81222 -0.89114 -0.26566
F 0.61490 -1.01320 -1.67224
F 1.48799 0.34651 -0.04143
F -0.44468 -0.81293 0.33496
F 1.54501 -1.95478 0.22540
C -0.30688 2.51753 3.03683
C 0.48842 3.03390 1.87842
O 1.87020 2.73301 2.07491
O -0.03079 1.11254 3.00905
H -1.34750 2.82210 3.13124
H 0.19615 2.94097 3.91562
H 0.31656 4.09982 1.69576
H 0.16710 2.64264 0.90714
H 2.38316 3.50281 1.80958
H -0.36079 0.66658 3.79859
C -3.82475 -1.78536 2.09151
C -4.26955 -0.46790 2.89765
O -4.74863 -0.78959 4.15322
O -4.82380 -2.08098 1.17195
H -3.76781 -2.61668 2.79919
H -2.87182 -1.68035 1.57552
H -4.97626 0.07462 2.27187
H -3.37045 0.14458 3.04045
H -5.71730 -0.73812 4.16460
H -5.61530 -2.43719 1.60568
C -1.84051 1.24537 -3.31516
C -1.57089 -0.02921 -4.18449
O -0.24915 -0.40460 -4.28353
O -1.59034 1.05611 -1.95523
H -2.87429 1.57162 -3.31203
H -1.10576 1.97699 -3.68164
H -1.94433 0.15554 -5.19349
H -2.15504 -0.87096 -3.78170
H -0.00046 -0.81079 -3.43359
H -0.72131 0.64891 -1.76246
C 4.37728 -0.57287 -1.41371
C 5.45713 -1.41862 -2.15590
O 4.83099 -2.61458 -2.49347
O 4.10055 -1.17547 -0.16924
H 3.43331 -0.71676 -1.97190
H 4.58760 0.47486 -1.23532
H 6.29318 -1.53523 -1.46310
H 5.77352 -0.85242 -3.03856
H 5.45111 -3.25529 -2.86401
H 3.82183 -2.09450 -0.34061

Forces on atoms 1 to 2 (eV/Å):
Tl -0.17 0.36 -0.24
B -0.61 0.42 0.07